(1)
H3NO6P2 | ωB97M-V with the def2-TZVPD basis set

CARTESIAN COORDINATES (ANGSTROEM)
O -0.960 2.929 1.707
H 1.394 -0.291 0.248
O -0.916 -2.069 0.563
O 0.414 0.756 1.839
H -1.441 0.138 0.178
H 0.493 1.180 -0.750
P -0.497 1.652 1.075
O 0.205 1.966 -0.341
P -0.516 -1.110 -0.498
N 0.911 -0.458 -0.609
O -1.367 -1.140 -1.764
O -1.828 0.899 0.415

For the total energy, the calculation gives -1190.8803 hartree. Its highest occupied orbital energy is -1.54 eV. Its net charge is -2.

(2)
H3NOS | ωB97M-V with the def2-TZVPD basis set

CARTESIAN COORDINATES (ANGSTROEM)
S -1.142 -0.081 0.281
H 0.869 -1.179 -0.616
H 0.014 -0.473 -1.739
N -0.039 -0.751 -0.796
O -0.288 0.296 1.404
H 0.585 2.187 1.465

For the total energy, the calculation gives -529.8232 hartree. Its highest occupied orbital energy (spin up / spin down) is -8.36 / -9.55 eV. Its net charge is 0.

(3)
H3NP2S | ωB97M-V with the def2-TZVPD basis set

CARTESIAN COORDINATES (ANGSTROEM)
P -0.442 0.089 -1.592
N -0.398 -1.051 -2.520
H -0.384 -1.806 -3.202
H -0.185 1.622 1.229
P 0.065 0.335 1.397
S -0.152 0.281 3.334
H 1.495 0.530 1.353

For the total energy, the calculation gives -1137.3287 hartree. Its highest occupied orbital energy (spin up / spin down) is -7.99 / -6.91 eV. Its net charge is 0.

(4)
H3NP2S | ωB97M-V with the def2-TZVPD basis set

CARTESIAN COORDINATES (ANGSTROEM)
H -0.122 -0.417 1.570
S 3.268 0.128 0.369
P 1.626 0.300 -0.641
N -0.642 -0.186 0.786
H -1.004 0.996 -0.780
H 1.241 -1.156 -0.800
P -0.217 1.273 0.313

For the total energy, the calculation gives -1137.3533 hartree. Its highest occupied orbital energy (spin up / spin down) is -8.85 / -8.87 eV. Its net charge is 0.

(5)
H3O2PS | ωB97M-V with the def2-TZVPD basis set

CARTESIAN COORDINATES (ANGSTROEM)
H -0.669 -2.086 0.064
H -0.432 -1.282 0.181
P 0.473 0.832 0.354
S 2.408 0.599 0.501
O -0.057 0.610 -1.157
O -0.700 0.943 1.216
H -1.023 0.384 -1.159

For the total energy, the calculation gives -891.6848 hartree. The multiplicity is 3. Its highest occupied orbital energy (spin up / spin down) is -6.51 / -11.11 eV. Its net charge is 0.

(6)
H3O3Sn | ωB97M-V with the def2-TZVPD basis set

CARTESIAN COORDINATES (ANGSTROEM)
H 1.111 0.471 2.215
H -0.538 -2.484 -0.317
H -0.281 1.958 -2.121
O 0.320 -2.081 -0.082
Sn -0.227 0.133 -0.272
O -0.761 2.064 -1.277
O 0.376 -0.062 1.855

For the total energy, the calculation gives -441.8170 hartree. Its highest occupied orbital energy is -3.04 eV. Its net charge is -1.

Q: The lowest net charge belongs to which entry?
A: H3NO6P2